Density functional theory data (ωB97M-V with the def2-TZVPD basis set) for a 10-piece molecular cluster, C31H63O32SSi overall at a distorted geometry.

- HOMO level: -4.550 eV
- Kohn-Sham gap: 6.233 eV
- LUMO: 1.68 eV
- Calculated total energy: -117403.2596 eV
- Charge: -1

Geometry as XYZ:
```
128
C31H63O32SSi ωB97M-V with the def2-TZVPD basis set
O -2.1312 1.6540 -2.2586
C -1.4104 1.0428 -1.4357
O -1.4783 1.1268 -0.1916
Si -0.0499 -0.1383 -2.0634
C -0.7927 -1.6880 -2.8871
C 0.2229 -2.8671 -2.8394
C -0.1649 -4.0485 -1.9371
S -0.7420 -3.6921 -0.2897
O -0.8266 -4.9655 0.3580
O -1.9600 -2.9671 -0.2581
O 0.4180 -2.8771 0.4332
H 0.9184 -0.5044 -0.9977
H 0.7741 0.5036 -3.1278
H -0.9093 -1.4150 -3.9285
H -1.7737 -1.9456 -2.5122
H 0.3293 -3.2530 -3.8429
H 1.1819 -2.4909 -2.4971
H -0.8696 -4.6923 -2.4399
H 0.7332 -4.6412 -1.7948
H 1.2411 -3.0766 -0.0317
C 0.7918 6.5823 3.9540
O -0.0846 5.4556 3.9116
C 0.1579 4.6147 2.8950
O 1.0211 4.7592 2.0725
O -0.7104 3.6199 2.9725
C -0.5775 2.6141 1.9300
H 0.4934 7.1768 4.8135
H 1.8249 6.2644 4.0797
H 0.6919 7.1814 3.0507
H 0.4021 2.1440 1.9825
H -0.7412 3.0491 0.9531
H -1.3398 1.8662 2.1049
C -1.1379 2.7300 5.8772
O -0.5817 1.7157 6.7322
C 0.2867 2.1614 7.6256
O 0.6360 3.3018 7.7770
O 0.7211 1.1134 8.3369
C 1.6772 1.4437 9.3406
H -1.8279 2.2374 5.2002
H -1.6858 3.4644 6.4647
H -0.3582 3.2100 5.3012
H 1.2491 2.1280 10.0711
H 2.5704 1.8792 8.8947
H 1.9432 0.5135 9.8351
C -4.9918 1.7428 -0.5891
O -6.2019 1.4301 -1.3137
C -6.6275 2.3804 -2.1235
O -6.1318 3.4608 -2.2981
O -7.7438 1.9395 -2.7317
C -8.3107 2.8770 -3.6378
H -4.7670 0.8840 0.0352
H -4.1566 1.9080 -1.2679
H -5.1472 2.6132 0.0476
H -7.6127 3.1097 -4.4405
H -8.6016 3.7896 -3.1191
H -9.1967 2.4082 -4.0595
C 2.4023 -2.5283 -7.9940
O 3.7562 -2.9078 -7.7332
C 3.9911 -3.2295 -6.4627
O 3.1855 -3.2239 -5.5744
O 5.2785 -3.5610 -6.3500
C 5.6705 -3.9328 -5.0282
H 2.3436 -2.2927 -9.0526
H 1.7238 -3.3493 -7.7707
H 2.1314 -1.6479 -7.4150
H 5.1169 -4.8092 -4.6960
H 5.5220 -3.1062 -4.3360
H 6.7287 -4.1743 -5.0742
C -3.8015 -5.1316 -2.2629
O -3.4391 -5.5279 -3.5956
C -4.3910 -6.1642 -4.2641
O -5.4912 -6.4292 -3.8607
O -3.9151 -6.4671 -5.4768
C -4.8443 -7.1576 -6.3084
H -2.9359 -4.6313 -1.8469
H -4.6402 -4.4400 -2.2799
H -4.0392 -6.0019 -1.6552
H -5.7281 -6.5481 -6.4873
H -5.1283 -8.1091 -5.8619
H -4.3402 -7.3420 -7.2531
C 5.5340 9.8708 3.3317
O 4.6896 8.7272 3.2304
C 4.9837 7.9207 2.2053
O 5.8698 8.0971 1.4115
O 4.1326 6.9060 2.2238
C 4.3204 5.9474 1.1749
H 5.1921 10.4352 4.1948
H 6.5696 9.5730 3.4860
H 5.4503 10.4919 2.4416
H 5.3069 5.4932 1.2445
H 4.1848 6.4140 0.2017
H 3.5615 5.1822 1.3092
C 1.3611 -9.3079 -6.2099
O 2.4084 -8.3368 -6.2037
C 3.1589 -8.3310 -7.3021
O 3.0255 -9.0529 -8.2539
O 4.0835 -7.3830 -7.1633
C 4.9693 -7.2593 -8.2768
H 0.8343 -9.2030 -5.2663
H 0.6694 -9.1214 -7.0288
H 1.7703 -10.3138 -6.2832
H 4.4198 -6.9950 -9.1781
H 5.5278 -8.1809 -8.4304
H 5.6656 -6.4579 -8.0460
C -3.7701 4.8384 3.7461
O -4.3479 3.7905 4.5351
C -5.5292 4.0807 5.0618
O -6.1315 5.1143 4.9391
O -5.9418 3.0208 5.7627
C -7.2106 3.1939 6.3875
H -2.8155 4.4741 3.3813
H -4.4074 5.0773 2.8970
H -3.6006 5.7261 4.3532
H -7.9859 3.3679 5.6435
H -7.1809 4.0174 7.0992
H -7.4252 2.2703 6.9178
C 6.8025 -0.4737 4.8160
O 5.5861 -0.8700 5.4455
C 4.5725 -0.0206 5.2500
O 4.6270 0.9971 4.6152
O 3.5066 -0.4986 5.8810
C 2.3314 0.3123 5.7568
H 7.5377 -1.2392 5.0487
H 6.6763 -0.4147 3.7365
H 7.1450 0.4829 5.2067
H 2.0304 0.3963 4.7144
H 2.5032 1.2989 6.1849
H 1.5396 -0.1789 6.3104
```



Density functional theory data (ωB97M-V with the def2-TZVPD basis set) for C7H15N5O2PbS as an isolated structure.

- HOMO level: -14.184 eV
- Energy relative to the best compared isomer or geometry (same formula, charge and spin): 0.000 eV
- Kohn-Sham gap: 4.544 eV
- LUMO: -9.64 eV
- Calculated total energy: -35110.8857 eV
- Charge: +2

Geometry as XYZ:
```
31
C7H15N5O2PbS ωB97M-V with the def2-TZVPD basis set
Pb 1.9344 -1.1688 -1.3892
C -2.0333 3.3099 0.9098
C -0.8254 2.4281 0.9825
N -0.7124 1.1681 0.8393
O -1.7959 0.4062 0.6415
C 0.5185 3.0911 1.2433
C 0.7157 4.3914 1.9674
N 1.4458 2.4210 0.7461
O 2.1182 1.6345 0.2525
H -2.7959 2.8568 0.2745
H -1.7873 4.2759 0.4720
H -2.4583 3.4786 1.9012
H -2.6160 0.9323 0.6483
H 0.6182 5.2146 1.2573
H 1.6993 4.4402 2.4290
H -0.0526 4.4813 2.7320
N 0.7779 -2.3001 0.4625
C 0.7080 -3.7653 0.2080
C 0.4092 -4.0108 -1.2553
N 1.5156 -3.4703 -2.0876
H 1.1780 -2.1304 1.3813
H -0.1620 -1.9052 0.4801
H -0.0551 -4.2347 0.8283
H 1.6721 -4.2004 0.4759
H -0.5030 -3.4868 -1.5447
H 0.2612 -5.0750 -1.4376
H 1.2507 -3.5051 -3.0698
H 2.3427 -4.0563 -1.9921
S -2.3433 -0.0659 -3.4804
C -1.0109 -0.4379 -2.7374
N -0.0143 -0.7168 -2.1388
```



Density functional theory data (ωB97M-V with the def2-TZVPD basis set) for C31H30AsCaN6O6S4 as an isolated structure.

- HOMO level: -5.244 eV
- Energy relative to the best compared isomer or geometry (same formula, charge and spin): 0.000 eV
- Kohn-Sham gap: 7.098 eV
- LUMO: 1.85 eV
- Calculated total energy: -176485.7361 eV
- Charge: -1

Geometry as XYZ:
```
79
C31H30AsCaN6O6S4 ωB97M-V with the def2-TZVPD basis set
Ca -0.1583 1.2096 0.3415
N 3.5893 -1.5701 1.1147
C 2.2930 -1.1398 0.9993
S 1.7354 -0.7617 -0.5902
N 1.6275 -1.1349 2.1373
N 0.3675 -0.6504 2.0004
C -0.4283 -0.8084 2.9821
C -1.7977 -0.2890 2.8776
C -2.7363 -0.5679 3.8647
C -4.0270 -0.0892 3.7169
C -4.3439 0.6549 2.5933
C -3.3451 0.8921 1.6590
N -2.1065 0.4369 1.7932
H 4.1836 -1.3327 0.3392
H 3.9854 -1.4719 2.0372
H -0.1197 -1.3271 3.8890
H -2.4482 -1.1553 4.7267
H -4.7767 -0.2972 4.4702
H -5.3388 1.0458 2.4334
H -3.5401 1.4662 0.7613
S -3.8065 -2.1605 -0.6024
C -2.3044 -2.2255 -1.2888
N -1.4660 -3.2629 -1.1805
C -0.2762 -3.3505 -2.0247
C -0.5812 -2.7426 -3.3688
N -1.0525 -1.3749 -3.1871
C -0.6324 -0.3762 -4.1848
C 0.7009 0.2681 -3.8806
C 1.8818 -0.3724 -4.2498
C 3.1124 0.1969 -3.9585
C 3.1722 1.4191 -3.3050
C 2.0039 2.0838 -2.9609
C 0.7742 1.5091 -3.2519
C -1.8154 -1.0583 -2.1429
S -2.2607 0.4989 -1.7764
C -1.7658 -4.4022 -0.3205
C -0.5338 -4.9234 0.3730
C 0.3068 -4.0418 1.0456
C 1.4284 -4.5098 1.7109
C 1.7155 -5.8696 1.7142
C 0.8817 -6.7544 1.0466
C -0.2372 -6.2803 0.3734
H -0.0205 -4.4039 -2.1380
H 0.5648 -2.8324 -1.5552
H -1.3279 -3.3276 -3.9179
H 0.3340 -2.7064 -3.9554
H -1.4172 0.3740 -4.2455
H -0.5799 -0.9107 -5.1365
H 1.8440 -1.3161 -4.7850
H 4.0233 -0.3175 -4.2397
H 4.1324 1.8572 -3.0629
H 2.0143 3.0466 -2.4647
H -0.1311 2.0421 -2.9879
H -2.2406 -5.1919 -0.9135
H -2.5048 -4.0636 0.4045
H 0.0948 -2.9792 1.0352
H 2.0703 -3.7996 2.2157
H 2.5927 -6.2374 2.2317
H 1.1048 -7.8143 1.0418
H -0.8851 -6.9711 -0.1556
O -1.8927 5.5664 -0.9898
As -0.4533 4.5435 -0.7129
O 0.5469 4.6828 -1.9894
O -1.1707 3.0825 -0.3317
C 0.2487 5.4398 0.8716
C -0.0804 6.7886 0.9858
C 0.4007 7.5578 2.0350
C 1.2225 6.9840 2.9912
C 1.5606 5.6440 2.8903
C 1.0787 4.8738 1.8398
S 1.5564 3.1503 1.8435
O 0.3995 2.4205 2.3923
O 2.7505 3.0734 2.6445
O 1.7201 2.7753 0.4304
H -2.6408 4.9990 -0.7677
H -0.7282 7.2327 0.2426
H 0.1329 8.6053 2.1002
H 1.6064 7.5766 3.8124
H 2.2130 5.1753 3.6140
```



Density functional theory data (ωB97M-V with the def2-TZVPD basis set) for a 5-piece molecular cluster, CH13NO4 overall at a distorted geometry.

- HOMO level: -9.725 eV
- Energy relative to the best compared isomer or geometry (same formula, charge and spin): 0.853 eV
- Kohn-Sham gap: 10.375 eV
- LUMO: 0.65 eV
- Calculated total energy: -10927.7986 eV
- Charge: 0

Geometry as XYZ:
```
19
CH13NO4 ωB97M-V with the def2-TZVPD basis set
C 1.1360 -0.3554 1.3345
N 0.1513 -1.3553 1.0446
H 0.7613 0.5877 0.9218
H 1.3256 -0.1790 2.3902
H 2.1004 -0.4508 0.8174
H -0.7469 -1.0287 0.7056
H -0.1033 -2.0752 1.7049
H 1.0933 -2.2052 -0.4729
H 1.5971 -3.4499 -1.2084
O 1.3347 -2.5080 -1.3526
H 0.1220 0.1319 -2.6417
H 1.2618 -0.6085 -1.8506
O 0.8963 0.2491 -2.0914
H -5.5579 1.6280 1.7359
H -5.4602 2.0729 3.2600
O -5.0143 1.6482 2.5343
H 1.8351 1.9445 -2.6736
H 1.4259 3.0627 -1.6559
O 1.8416 2.8911 -2.5020
```



Density functional theory data (ωB97M-V with the def2-TZVPD basis set) for C5H9N3PtSe2Te2 as an isolated structure.

- HOMO level (spin up / spin down): -14.986 / -14.986 eV
- Energy relative to the best compared isomer or geometry (same formula, charge and spin): 0.460 eV
- Kohn-Sham gap (spin up / spin down): 5.054 / 5.062 eV
- LUMO (spin up / spin down): -9.93 / -9.92 eV
- Calculated total energy: -158312.8058 eV
- Charge: +2

Geometry as XYZ:
```
22
C5H9N3PtSe2Te2 ωB97M-V with the def2-TZVPD basis set
Pt 1.4378 0.1920 -0.9092
Se 3.5493 -0.8650 -1.0932
Te 5.5254 0.4963 -0.8238
Te 4.4723 2.7999 -0.0574
Se 2.1358 2.4360 -0.4890
N 0.0250 -1.8858 0.9535
C -0.7278 -0.7618 0.9420
C -1.8918 -0.6871 1.7316
C -2.6646 0.4396 1.7085
C -2.2904 1.5186 0.8925
C -1.1525 1.3990 0.1566
N -0.3671 0.2839 0.1753
H -0.2356 -2.6519 1.5499
H 0.8876 -1.9563 0.4459
H -2.1508 -1.5360 2.3494
H -3.5564 0.4968 2.3173
H -2.8769 2.4230 0.8373
H -0.8130 2.1971 -0.4881
N 0.3247 -0.9536 -2.3476
H 0.8449 -1.7000 -2.8047
H 0.0422 -0.3046 -3.0794
H -0.5182 -1.3799 -1.9674
```



Density functional theory data (ωB97M-V with the def2-TZVPD basis set) for C37H48N9PtSe as an isolated structure.

- HOMO level (spin up / spin down): -9.794 / -9.785 eV
- Energy relative to the best compared isomer or geometry (same formula, charge and spin): 1.713 eV
- Kohn-Sham gap (spin up / spin down): 6.412 / 6.402 eV
- LUMO (spin up / spin down): -3.38 / -3.38 eV
- Calculated total energy: -121147.4574 eV
- Charge: +1

Geometry as XYZ:
```
96
C37H48N9PtSe ωB97M-V with the def2-TZVPD basis set
Pt 0.5932 -0.2684 0.7715
C -3.7183 -0.6529 -0.1456
N -2.5301 -1.4648 0.1186
C -2.1519 -1.5960 1.5153
C -1.6085 -1.6287 -0.8659
N -0.3118 -1.5072 -0.6252
C 0.6480 -2.2390 -1.3814
C 0.4508 -3.5690 -1.7237
C 1.4401 -4.2671 -2.4020
C 2.6380 -3.6443 -2.7074
C 2.8578 -2.3235 -2.3425
C 1.8681 -1.6009 -1.6846
N 2.0272 -0.3022 -1.1882
C 2.7219 0.6168 -1.8061
N 2.9106 0.6950 -3.1610
C 1.9735 0.1424 -4.1094
C 4.1657 1.1457 -3.7372
N 3.3336 1.6072 -1.0891
C 3.5975 1.4280 0.3242
C 3.2007 2.9978 -1.4912
N -2.1236 -1.9322 -2.0923
C -3.2358 -2.8594 -2.2331
C -1.4449 -1.6381 -3.3359
H -4.2812 -0.5690 0.7805
H -4.3700 -1.1014 -0.8923
H -3.4437 0.3528 -0.4742
H -3.0209 -1.9533 2.0687
H -1.8065 -0.6549 1.9562
H -1.3533 -2.3271 1.6013
H -0.4706 -4.0638 -1.4407
H 1.2839 -5.3044 -2.6634
H 3.4199 -4.1962 -3.2112
H 3.8121 -1.8530 -2.5436
H 0.9990 0.0562 -3.6417
H 2.2736 -0.8440 -4.4747
H 1.8919 0.8226 -4.9596
H 4.8796 1.3700 -2.9505
H 4.0246 2.0367 -4.3544
H 4.5774 0.3557 -4.3714
H 3.8058 0.3822 0.5343
H 2.7531 1.7424 0.9456
H 4.4693 2.0282 0.5889
H 2.9538 3.0740 -2.5456
H 4.1331 3.5338 -1.3084
H 2.4065 3.4828 -0.9112
H -3.5763 -3.1876 -1.2554
H -2.9046 -3.7328 -2.8016
H -4.0672 -2.3969 -2.7692
H -0.7360 -0.8344 -3.1853
H -2.1874 -1.3178 -4.0688
H -0.9055 -2.5040 -3.7291
C -2.6473 1.4504 7.0286
C -1.6513 1.0008 5.9974
C -0.7237 1.8820 5.4573
C 0.2175 1.4737 4.5203
C 1.2362 2.4646 4.0235
C 0.2092 0.1400 4.0866
Se 1.5942 -0.3947 2.8408
C -0.7022 -0.7720 4.6242
C -0.7380 -2.2328 4.2612
C -1.6181 -0.3177 5.5699
H -2.5426 2.5127 7.2424
H -2.5135 0.9049 7.9635
H -3.6693 1.2720 6.6918
H -0.7177 2.9148 5.7875
H 1.0414 3.4544 4.4344
H 1.2472 2.5381 2.9358
H 2.2464 2.1687 4.3151
H -0.0141 -2.4867 3.4893
H -1.7324 -2.5179 3.9163
H -0.5156 -2.8455 5.1362
H -2.3234 -1.0288 5.9879
N -3.2702 5.7922 -0.6353
C -4.0043 6.6134 -1.4621
C -4.6280 7.8398 -1.2554
C -5.2861 8.3823 -2.3383
C -5.3251 7.7330 -3.5848
C -4.7054 6.5197 -3.7839
C -4.0326 5.9520 -2.6995
N -3.3339 4.7653 -2.6167
C -2.9005 4.7069 -1.3864
C -2.1064 3.5942 -0.8725
C -1.6640 3.5124 0.4441
C -0.9205 2.4186 0.8445
N -0.6012 1.4212 0.0172
C -1.0237 1.4985 -1.2507
C -1.7680 2.5502 -1.7346
H -3.0541 5.9638 0.3298
H -4.6032 8.3457 -0.3000
H -5.7869 9.3343 -2.2279
H -5.8558 8.2029 -4.4012
H -4.7311 6.0143 -4.7390
H -1.8850 4.2773 1.1752
H -0.5762 2.3157 1.8627
H -0.7284 0.6804 -1.8884
H -2.0902 2.5825 -2.7652
```